{"formula": "C10H20ClF2NO6S", "method": "ωB97M-V/def2-TZVPD", "charge": 0, "orbital_gap_ev": 10.06, "e_lumo_ev": 0.0, "homo_ev": -10.1, "elements": ["C", "C", "F", "N", "Cl", "S", "O", "O", "F", "H", "H", "H", "H", "O", "C", "O", "C", "C", "C", "H", "H", "H", "H", "H", "H", "H", "H", "O", "C", "O", "C", "C", "C", "H", "H", "H", "H", "H", "H", "H", "H"], "coordinates": [[6.5044, 2.1695, 3.0529], [6.0388, 0.8307, 3.6082], [6.9219, -0.1348, 3.1963], [4.6826, 0.3685, 3.1649], [4.7090, -0.6214, 1.7663], [3.5766, 1.5966, 3.0284], [3.6186, 2.2535, 1.7902], [3.6050, 2.4313, 4.1533], [2.2109, 0.8521, 3.0583], [7.5878, 2.2651, 3.1469], [6.2628, 2.3062, 1.9989], [6.0772, 2.9570, 3.6755], [6.1254, 0.8576, 4.6955], [0.9788, -1.5230, -3.2143], [0.5374, -0.7573, -2.4014], [0.9552, 0.5204, -2.4019], [0.3521, 1.5508, -1.6095], [0.9349, 1.5881, -0.2124], [-0.4109, -1.2203, -1.3211], [-0.7347, 1.4536, -1.6057], [0.5764, 2.4852, -2.1218], [0.7426, 0.6597, 0.3272], [0.5101, 2.4135, 0.3596], [2.0166, 1.7121, -0.2558], [0.1651, -1.6312, -0.4928], [-1.0421, -2.0007, -1.7361], [-1.0767, -0.4423, -0.9548], [-4.9188, 1.0032, -0.7969], [-5.0776, -0.1691, -0.9931], [-4.1120, -0.8664, -1.6248], [-4.1025, -2.2921, -1.7386], [-4.9103, -2.7596, -2.9314], [-6.3692, -0.8610, -0.6282], [-4.4246, -2.7623, -0.8080], [-3.0601, -2.5685, -1.8789], [-5.9620, -2.4884, -2.8352], [-4.8419, -3.8424, -3.0403], [-4.5414, -2.2905, -3.8436], [-7.0882, -0.7187, -1.4339], [-6.7567, -0.4020, 0.2784], [-6.2604, -1.9230, -0.4203]], "lowdin_charge": [-0.03, -0.44, -0.03, -0.56, 0.75, 0.48, -0.25, -0.21, -0.12, 0.09, 0.09, 0.08, 0.15, 0.10, -0.53, 0.00, -0.23, -0.07, 0.02, 0.12, 0.12, 0.07, 0.09, 0.07, 0.10, 0.07, 0.07, 0.11, -0.53, -0.01, -0.24, -0.06, 0.01, 0.12, 0.10, 0.07, 0.08, 0.09, 0.10, 0.09, 0.07]}

{"formula": "C36H76F4MnN6O12S4", "method": "ωB97M-V/def2-TZVPD", "charge": 0, "orbital_gap_ev": [4.94, 4.56], "multiplicity": 6, "e_lumo_ev": [-3.3, -3.6], "homo_ev": [-8.2, -8.2], "elements": ["Mn", "N", "S", "O", "O", "F", "S", "O", "O", "F", "N", "S", "O", "O", "F", "S", "O", "O", "F", "C", "C", "C", "C", "C", "C", "N", "O", "C", "C", "C", "H", "H", "H", "H", "H", "H", "H", "H", "H", "H", "H", "H", "H", "H", "H", "H", "H", "H", "H", "C", "C", "C", "C", "C", "C", "N", "O", "C", "C", "C", "H", "H", "H", "H", "H", "H", "H", "H", "H", "H", "H", "H", "H", "H", "H", "H", "H", "H", "H", "C", "C", "C", "C", "C", "C", "N", "O", "C", "C", "C", "H", "H", "H", "H", "H", "H", "H", "H", "H", "H", "H", "H", "H", "H", "H", "H", "H", "H", "H", "C", "C", "C", "C", "C", "C", "N", "O", "C", "C", "C", "H", "H", "H", "H", "H", "H", "H", "H", "H", "H", "H", "H", "H", "H", "H", "H", "H", "H", "H"], "coordinates": [[3.2452, -23.1694, 32.0733], [3.6303, -21.4121, 31.1862], [4.5797, -20.1505, 31.1273], [4.1795, -19.0642, 31.9379], [5.2114, -19.8513, 29.9030], [5.7044, -20.8129, 32.0648], [2.4594, -20.8276, 30.0169], [2.8175, -21.1543, 28.7015], [1.7772, -19.6783, 30.4447], [1.5087, -22.0805, 30.3551], [2.8742, -24.6461, 30.8380], [1.3745, -25.2258, 30.3279], [0.9075, -26.5182, 30.6850], [1.0404, -24.7991, 29.0245], [0.4126, -24.3338, 31.2404], [3.6801, -25.9081, 30.1679], [3.6154, -25.9924, 28.7711], [3.7874, -27.0404, 30.9912], [5.1188, -25.2245, 30.3727], [-3.1595, -25.0261, 33.8923], [-3.3691, -26.2518, 33.0117], [-2.4397, -26.0316, 31.8004], [-2.3824, -27.2471, 30.8863], [-1.9034, -28.4119, 31.7339], [-2.7906, -28.6887, 32.9516], [-2.9966, -27.4678, 33.7094], [-3.7626, -27.7098, 34.8822], [-3.9989, -29.5203, 32.4922], [-1.9696, -29.6483, 33.8332], [-4.8155, -26.2769, 32.4348], [-3.9863, -24.9660, 34.6075], [-3.2060, -24.1072, 33.3030], [-2.2214, -24.9429, 34.4440], [-2.7325, -25.1573, 31.2089], [-1.4637, -25.6881, 32.1626], [-1.7025, -27.0570, 30.0535], [-3.3868, -27.3427, 30.4672], [-0.8704, -28.2674, 32.0638], [-1.8229, -29.2841, 31.0771], [-4.7426, -29.5563, 33.2917], [-4.5025, -29.0740, 31.6269], [-3.7467, -30.5223, 32.1517], [-1.4960, -30.5057, 33.3620], [-1.1460, -29.0389, 34.2354], [-2.4841, -29.9225, 34.7559], [-5.3642, -25.5387, 33.0334], [-5.3249, -27.2169, 32.6349], [-5.0088, -25.9785, 31.4065], [-3.2028, -27.2900, 35.5425], [7.2629, -31.8344, 35.2359], [6.5919, -30.4838, 35.1147], [6.1238, -30.3424, 33.6549], [5.1208, -29.2534, 33.3417], [3.9556, -29.4093, 34.3250], [4.3167, -29.4864, 35.8196], [5.3834, -30.4586, 35.9418], [5.7038, -30.6352, 37.3157], [4.6213, -28.0495, 36.2535], [3.0519, -29.9609, 36.5317], [7.5176, -29.3212, 35.4607], [7.7997, -32.1680, 34.3499], [6.4736, -32.5877, 35.3692], [7.8362, -32.0187, 36.1463], [6.9831, -30.3784, 32.9810], [5.6058, -31.2916, 33.4541], [4.7309, -29.3579, 32.3322], [5.5167, -28.2470, 33.5051], [3.3932, -30.3107, 34.0529], [3.2600, -28.5841, 34.1419], [5.0452, -28.0460, 37.2684], [5.3441, -27.5065, 35.6469], [3.7485, -27.4143, 36.4270], [3.1673, -29.9162, 37.6150], [2.2194, -29.3761, 36.1437], [2.8377, -31.0107, 36.3141], [7.2720, -28.3484, 35.0252], [8.5555, -29.4423, 35.1292], [7.5947, -29.1201, 36.5323], [5.3745, -31.5087, 37.5491], [8.9496, -22.8928, 27.4253], [8.2007, -22.7695, 28.7519], [8.6550, -23.8575, 29.7586], [9.9809, -23.5662, 30.4307], [9.9402, -22.1874, 31.1008], [9.5161, -21.0469, 30.1661], [8.3228, -21.4951, 29.4336], [7.8078, -20.4580, 28.6015], [9.0787, -19.8961, 31.0775], [10.6502, -20.6273, 29.2294], [6.7133, -23.1294, 28.6053], [8.5737, -23.5748, 26.6680], [10.0096, -23.0987, 27.6029], [9.0131, -21.8788, 27.0182], [7.9234, -23.9667, 30.5663], [8.6959, -24.8266, 29.2549], [10.8183, -23.5667, 29.7259], [10.1676, -24.2974, 31.2203], [10.8759, -21.9849, 31.6198], [9.1221, -22.2483, 31.8298], [9.7356, -19.7813, 31.9375], [8.9097, -18.9918, 30.4904], [8.0767, -20.0896, 31.4687], [10.9016, -21.4396, 28.5491], [10.4490, -19.7517, 28.6138], [11.5310, -20.4128, 29.8417], [6.3250, -22.4249, 27.8560], [6.1626, -22.8785, 29.5123], [6.5251, -24.1319, 28.2331], [6.9263, -20.3732, 28.9819], [0.3510, -26.5564, 25.5447], [-0.9714, -25.8674, 25.1996], [-1.8204, -25.9427, 26.4921], [-3.0202, -24.9984, 26.4801], [-2.7674, -23.6011, 25.9232], [-1.8977, -23.5874, 24.6662], [-0.7685, -24.4850, 24.7935], [0.1793, -24.3390, 23.7867], [-2.7590, -23.9332, 23.4103], [-1.4625, -22.1475, 24.4117], [-1.6269, -26.7341, 24.1268], [1.0704, -26.4842, 24.7275], [0.8807, -26.4254, 26.4893], [0.1437, -27.6333, 25.6125], [-2.0950, -26.9547, 26.7814], [-1.1730, -25.5625, 27.2923], [-3.7916, -25.4441, 25.8402], [-3.3664, -24.9215, 27.5127], [-2.2780, -22.9697, 26.6712], [-3.7050, -23.1175, 25.6471], [-2.1753, -24.5038, 22.6815], [-3.0471, -23.0498, 22.8372], [-3.6605, -24.5264, 23.5732], [-2.3372, -21.4938, 24.4577], [-1.0281, -21.9626, 23.4305], [-0.7814, -21.8145, 25.1990], [-2.6060, -26.3996, 23.7941], [-0.9844, -27.0009, 23.2797], [-1.8762, -27.7511, 24.4604], [-0.1906, -24.7251, 22.9770]], "lowdin_charge": [1.22, -0.40, 0.45, -0.22, -0.21, -0.19, 0.58, -0.18, -0.18, -0.22, -0.40, 0.50, -0.21, -0.21, -0.19, 0.47, -0.18, -0.21, -0.19, -0.05, -0.50, -0.17, -0.17, -0.14, -0.52, -0.10, 0.00, -0.04, -0.05, -0.01, 0.08, 0.09, 0.08, 0.12, 0.10, 0.10, 0.11, 0.11, 0.13, 0.08, 0.07, 0.08, 0.09, 0.08, 0.08, 0.07, 0.07, 0.08, 0.10, -0.04, -0.52, -0.14, -0.17, -0.15, -0.53, -0.10, -0.01, -0.04, -0.04, -0.03, 0.09, 0.09, 0.08, 0.12, 0.12, 0.11, 0.10, 0.12, 0.12, 0.09, 0.06, 0.08, 0.08, 0.08, 0.09, 0.07, 0.09, 0.08, 0.10, -0.02, -0.51, -0.15, -0.18, -0.14, -0.52, -0.10, -0.01, -0.03, -0.02, -0.04, 0.09, 0.07, 0.08, 0.11, 0.13, 0.11, 0.11, 0.12, 0.12, 0.09, 0.08, 0.06, 0.06, 0.09, 0.09, 0.09, 0.06, 0.09, 0.05, -0.03, -0.50, -0.13, -0.17, -0.13, -0.51, -0.11, 0.00, -0.04, -0.05, -0.05, 0.08, 0.08, 0.09, 0.12, 0.11, 0.11, 0.11, 0.12, 0.12, 0.07, 0.08, 0.07, 0.09, 0.08, 0.09, 0.06, 0.09, 0.09, 0.09]}

{"formula": "C20H41F3NO4S", "method": "ωB97M-V/def2-TZVPD", "relative_energy_kj_mol": 0.00, "charge": -1, "orbital_gap_ev": 8.39, "e_lumo_ev": 2.5, "homo_ev": -5.9, "elements": ["C", "C", "C", "C", "C", "C", "C", "C", "C", "C", "C", "C", "C", "C", "C", "C", "C", "N", "C", "O", "C", "H", "H", "H", "H", "H", "H", "H", "H", "H", "H", "H", "H", "H", "H", "H", "H", "H", "H", "H", "H", "H", "H", "H", "H", "H", "H", "H", "H", "H", "H", "H", "H", "H", "H", "H", "H", "H", "H", "H", "H", "H", "C", "F", "F", "F", "S", "O", "O", "O"], "coordinates": [[-4.0739, -0.2876, 1.9533], [-4.5266, 0.6304, 0.8143], [-4.1050, 0.1435, -0.5830], [-3.7053, 1.2585, -1.5719], [-2.3409, 1.0456, -2.2474], [-1.1798, 1.7215, -1.5134], [-0.8095, 1.0059, -0.2169], [0.2681, 1.6815, 0.6405], [1.5160, 2.1819, -0.0857], [2.6409, 1.1404, -0.1978], [3.1852, 0.7005, 1.1764], [2.7856, -0.6894, 1.6753], [3.3328, -1.8409, 0.8143], [2.3451, -2.4749, -0.1795], [1.6211, -3.6928, 0.4018], [0.9302, -4.6158, -0.5991], [-0.1001, -3.9549, -1.5473], [-0.8411, -2.8830, -0.8965], [0.6104, -3.5366, -2.8624], [0.0078, -2.4388, -3.5156], [0.7847, -1.2574, -3.5543], [-3.0786, -0.6860, 1.7564], [-4.7558, -1.1284, 2.0909], [-4.0361, 0.2558, 2.8970], [-4.1170, 1.6278, 0.9837], [-5.6127, 0.7366, 0.8576], [-4.9158, -0.4442, -1.0204], [-3.2660, -0.5455, -0.4623], [-3.6762, 2.2171, -1.0479], [-4.4774, 1.3508, -2.3378], [-2.1451, -0.0314, -2.3070], [-2.3766, 1.4050, -3.2783], [-0.3159, 1.7440, -2.1811], [-1.4462, 2.7557, -1.2802], [-1.7154, 0.9474, 0.3944], [-0.5450, -0.0341, -0.4437], [-0.1793, 2.4755, 1.2371], [0.5986, 0.9442, 1.3711], [1.9215, 3.0244, 0.4771], [1.2889, 2.5706, -1.0804], [2.3313, 0.2768, -0.7987], [3.4517, 1.6090, -0.7617], [4.2799, 0.7041, 1.1511], [2.8946, 1.4604, 1.9057], [1.7010, -0.7840, 1.7616], [3.1949, -0.7983, 2.6811], [3.6964, -2.6287, 1.4785], [4.1979, -1.4663, 0.2605], [2.8825, -2.7412, -1.0919], [1.6013, -1.7222, -0.4531], [2.3602, -4.2938, 0.9412], [0.9026, -3.3422, 1.1442], [0.4275, -5.4178, -0.0534], [1.6951, -5.1078, -1.2128], [-0.8313, -4.7249, -1.8016], [-0.5242, -1.9679, -1.1823], [-1.8287, -2.9441, -1.0884], [0.5975, -4.3911, -3.5473], [1.6574, -3.3178, -2.6491], [0.4677, -0.6693, -4.4146], [1.8503, -1.4785, -3.6597], [0.6465, -0.6501, -2.6519], [0.5108, 5.3788, 4.4458], [-0.3135, 6.4377, 4.3438], [1.4563, 5.6932, 5.3486], [-0.2089, 4.3624, 4.9581], [1.2533, 4.9358, 2.8179], [1.9654, 6.1408, 2.4551], [0.1030, 4.6286, 1.9922], [2.0858, 3.7958, 3.1497]], "lowdin_charge": [-0.11, -0.27, -0.22, -0.20, -0.21, -0.21, -0.19, -0.18, -0.19, -0.19, -0.20, -0.20, -0.20, -0.21, -0.21, -0.17, -0.35, 0.07, -0.19, -0.19, -0.10, 0.06, 0.06, 0.07, 0.10, 0.10, 0.10, 0.08, 0.10, 0.10, 0.10, 0.10, 0.09, 0.12, 0.10, 0.08, 0.09, 0.09, 0.10, 0.10, 0.09, 0.10, 0.10, 0.10, 0.10, 0.10, 0.10, 0.11, 0.10, 0.08, 0.10, 0.11, 0.10, 0.11, 0.13, 0.03, 0.07, 0.12, 0.09, 0.09, 0.09, 0.07, -0.67, 0.10, 0.10, 0.10, 0.43, -0.33, -0.34, -0.34]}